No. 1
Formula: C2H4ClNO2
Source: the Open Molecules 2025 dataset
Level of theory: ωB97M-V with the def2-TZVPD basis set

XYZ file:
```
10
Properties=species:S:1:pos:R:3:mulliken_charge:R:1
C 0.235 0.717 -0.111 0.5919
C -1.345 0.497 0.047 -0.8096
N 0.944 -0.489 -0.314 -0.1094
O 0.673 1.839 -0.119 -0.4537
O 0.478 -1.584 0.198 -0.2859
Cl 3.222 -0.192 0.002 -0.1594
H -1.824 1.243 0.745 0.2701
H -1.973 0.789 -0.842 0.2537
H -1.517 -0.535 0.434 0.3116
H 1.106 -2.285 -0.042 0.3906
```

As for the HOMO energy (alpha / beta): -0.37801 / -0.36514 Eh. Its net charge is 0.

No. 2
Formula: C21H70N6O14
Source: the Open Molecules 2025 dataset
Level of theory: ωB97M-V with the def2-TZVPD basis set

XYZ file:
```
111
Properties=species:S:1:pos:R:3:mulliken_charge:R:1
C -1.995 -3.047 -3.469 -0.2850
C -0.737 -3.829 -3.333 -0.4581
O -0.317 -4.195 -1.997 -0.6646
H -2.094 -2.816 -4.554 0.2484
H -1.978 -2.092 -2.928 -0.3706
H -2.940 -3.612 -3.185 0.3195
H 0.111 -3.320 -3.740 0.1823
H -0.898 -4.689 -4.011 0.4071
H -0.387 -3.348 -1.487 0.2248
C -0.183 3.349 -1.945 0.3995
C -1.255 4.138 -2.732 -0.6049
O -1.135 5.476 -2.409 -0.5881
H -0.152 2.345 -2.424 -0.2542
H -0.342 3.403 -0.852 -0.3146
H 0.814 3.648 -2.186 0.6376
H -2.270 3.723 -2.460 0.0896
H -1.094 3.856 -3.765 0.4544
H -1.313 5.661 -1.441 0.3067
C 0.578 1.406 5.606 -0.8286
C -0.286 0.207 5.441 -0.3630
O -0.596 0.055 3.996 -0.6365
H 0.126 2.352 5.353 0.2300
H 1.524 1.225 5.044 0.0403
H 0.784 1.552 6.656 0.4792
H -1.260 0.305 5.947 0.3671
H 0.283 -0.631 5.869 0.3035
H 0.249 -0.294 3.653 -0.1671
C -2.248 0.703 -3.232 0.4804
C -1.618 0.227 -4.469 -0.3547
O -2.639 -0.185 -5.347 -0.5637
H -3.037 0.031 -2.976 0.2625
H -2.725 1.733 -3.346 0.3030
H -1.540 0.682 -2.425 -0.8785
H -1.022 -0.577 -4.226 -0.0480
H -0.915 1.006 -4.917 0.3530
H -2.242 -0.587 -6.143 0.3530
C 4.787 -0.807 -0.569 -0.4881
C 5.286 -0.127 -1.849 -0.4800
O 6.679 -0.269 -1.791 -0.5563
H 4.968 -0.124 0.211 0.1444
H 5.262 -1.706 -0.371 0.7113
H 3.729 -0.943 -0.725 -0.2454
H 5.055 0.897 -1.997 0.3152
H 4.940 -0.630 -2.751 0.2852
H 7.054 0.037 -2.639 0.3100
C -2.037 -3.074 3.683 -1.3838
C -1.346 -2.750 2.323 0.5584
O -0.052 -2.252 2.543 -0.3783
H -1.572 -3.863 4.321 0.3194
H -3.038 -3.332 3.508 0.4040
H -1.971 -2.113 4.244 0.2063
H -1.908 -2.085 1.779 -0.2240
H -1.491 -3.634 1.666 0.3565
H -0.043 -1.485 1.992 -0.0421
C 3.001 -1.438 3.231 -0.9939
C 3.102 0.028 2.854 0.1702
O 1.865 0.568 2.461 -0.0292
H 3.964 -1.819 3.507 0.5692
H 2.674 -2.084 2.414 -0.0851
H 2.299 -1.492 4.014 0.2166
H 3.653 0.080 1.976 -0.2802
H 3.651 0.635 3.566 0.4554
H 1.946 1.563 2.470 0.0291
C -0.648 -0.632 -0.125 1.4469
O -1.161 -1.743 -0.807 0.0146
N -1.337 0.388 0.237 0.6426
N 0.557 -0.631 0.345 2.9693
H -2.286 0.478 -0.047 0.5542
H -0.973 1.072 0.918 -0.6325
H 1.026 -1.539 0.044 -1.0877
H 1.077 0.096 0.825 -1.8343
C -4.172 -1.319 -0.340 0.3844
O -4.000 -0.011 -0.539 -0.6352
N -4.360 -1.926 0.816 -0.4076
N -4.223 -2.128 -1.377 -0.3996
H -4.225 -1.340 1.653 0.2429
H -4.210 -2.966 1.013 0.2417
H -3.920 -1.712 -2.260 0.3052
H -3.984 -3.169 -1.328 0.2627
C -0.145 3.390 2.344 0.3133
O 1.070 3.379 2.948 -0.7484
N -0.987 2.354 2.410 -0.0909
N -0.600 4.425 1.638 -0.2945
H -0.859 1.553 3.030 0.2065
H -1.988 2.417 2.067 0.3546
H 0.184 5.066 1.498 0.2719
H -1.480 4.504 1.087 0.1581
C 1.670 -0.458 -3.357 -0.7326
O 1.268 0.418 -2.308 -0.1625
H 2.760 -0.417 -3.542 0.1970
H 1.202 -0.079 -4.218 0.6094
H 1.410 -1.566 -3.224 -0.1703
H 0.990 -0.123 -1.574 -0.3309
C 2.470 2.031 -0.276 0.6339
O 3.171 2.845 0.635 -0.5670
H 2.630 2.240 -1.313 0.4302
H 1.420 2.128 -0.044 -0.6316
H 2.788 0.955 -0.140 -0.5092
H 4.084 2.528 0.673 0.3583
C 1.988 -3.613 0.013 -1.0706
O 1.814 -2.807 -1.053 -0.3312
H 2.939 -3.350 0.461 0.2119
H 2.161 -4.585 -0.368 0.4553
H 1.146 -3.549 0.702 0.2409
H 2.546 -3.061 -1.668 0.2730
C -3.704 3.044 0.112 -0.5770
O -3.432 2.966 1.494 -0.5194
H -2.757 2.829 -0.507 0.0184
H -4.077 4.024 -0.123 0.3545
H -4.541 2.416 -0.032 0.4114
H -4.061 3.486 1.929 0.2429
```

As for the HOMO energy: -0.34365 Eh. Its net charge is 0.

Looking at max |F| for the records above, in order, we have 0.0698 0.1320 Eh/bohr.